Arrangement P

{"formula": "C3H5NO", "method": "ωB97M-V/def2-TZVPD", "homo_ha": [-0.322, -0.322], "charge": 0, "lumo_ev": [0.870, 0.870], "multiplicity": 1, "smiles": "C=[NH+][O-].C#C", "elements": ["C", "N", "O", "H", "H", "H", "C", "C", "H", "H"], "positions_angstrom": [[-0.89, -0.70, -0.18], [-1.97, 0.05, -0.27], [-2.27, 1.03, 0.49], [-0.71, -1.37, -0.98], [-0.31, -0.61, 0.61], [-2.63, -0.11, -1.01], [1.44, 1.15, -0.52], [1.66, 0.75, 0.60], [1.27, 1.42, -1.52], [1.66, 0.29, 1.54]], "nbo_charge": [-0.19, -0.03, -0.53, 0.19, 0.19, 0.36, -0.22, -0.24, 0.23, 0.23]}

Arrangement Q

{"formula": "C3H5NO", "method": "ωB97M-V/def2-TZVPD", "homo_ha": [-0.322, -0.322], "charge": 0, "lumo_ev": [-0.260, -0.259], "multiplicity": 1, "elements": ["C", "C", "C", "N", "O", "H", "H", "H", "H", "H"], "positions_angstrom": [[1.59, -0.75, -0.19], [-1.54, 0.18, 0.31], [-0.22, 0.83, -0.64], [0.91, 0.29, -0.49], [-1.81, -0.69, -0.49], [1.09, -1.66, -0.23], [2.66, -0.56, 0.08], [-1.01, -0.09, 1.26], [-2.38, 0.95, 0.60], [-0.50, 1.38, -1.63]], "nbo_charge": [-0.10, 0.08, 0.12, -0.32, -0.64, 0.21, 0.20, 0.10, 0.12, 0.23]}

Quick one: least stable of them? arrangement P

Arrangement P

{"formula": "C2HN3O2", "method": "ωB97M-V/def2-TZVPD", "homo_ha": [-0.382, -0.385], "charge": 0, "lumo_ev": [-2.281, -2.328], "multiplicity": 1, "smiles": "N#CN=O.N=C=O", "elements": ["N", "C", "N", "O", "N", "C", "O", "H"], "positions_angstrom": [[-1.09, 0.85, 2.09], [-1.30, 0.12, 1.21], [-1.09, -0.59, 0.14], [-1.76, -0.84, -0.81], [1.49, 0.60, -0.18], [1.13, -0.05, -1.09], [0.81, -0.60, -2.04], [1.82, 0.51, 0.68]], "nbo_charge": [-0.22, 0.29, 0.07, -0.14, -0.76, 0.86, -0.51, 0.41]}

Arrangement Q

{"formula": "C2HN3O2", "method": "ωB97M-V/def2-TZVPD", "homo_ha": -0.373, "charge": 0, "lumo_ev": -1.483, "multiplicity": 1, "smiles": "O=c1nncno1", "elements": ["O", "C", "N", "N", "C", "N", "O", "H"], "positions_angstrom": [[-1.86, 0.63, 1.55], [-1.11, 0.25, 0.72], [-0.20, -0.92, 0.99], [0.81, -1.14, 0.28], [1.11, 0.01, -0.63], [0.15, 0.59, -1.26], [-1.01, 0.84, -0.55], [2.10, -0.27, -1.11]], "nbo_charge": [-0.48, 0.79, -0.17, -0.08, 0.07, -0.05, -0.32, 0.22]}

Quick one: least stable of them? arrangement P

Arrangement P

{"formula": "C2HN3O2", "method": "ωB97M-V/def2-TZVPD", "homo_ha": -0.371, "charge": 0, "lumo_ev": -1.058, "multiplicity": 1, "smiles": "O=c1ncnno1", "elements": ["O", "C", "N", "C", "N", "N", "O", "H"], "positions_angstrom": [[-2.15, 0.53, 0.98], [-1.20, 0.22, 0.41], [-0.21, -0.84, 0.69], [0.90, -0.74, 0.08], [1.22, 0.08, -1.02], [0.49, 0.95, -1.13], [-0.65, 1.23, -0.42], [1.61, -1.43, 0.40]], "nbo_charge": [-0.48, 0.83, -0.45, 0.24, -0.19, 0.20, -0.35, 0.20]}

Arrangement Q

{"formula": "C2HN3O2", "method": "ωB97M-V/def2-TZVPD", "homo_ha": -0.360, "charge": 0, "lumo_ev": -1.085, "multiplicity": 1, "elements": ["C", "C", "N", "N", "N", "O", "O", "H"], "positions_angstrom": [[0.69, 0.63, -0.30], [-0.55, -0.08, -0.80], [1.13, 0.22, 0.82], [1.37, -0.26, 1.80], [-0.90, -0.99, 0.23], [-1.93, -0.71, 0.85], [-1.02, -0.21, -1.89], [1.20, 1.41, -0.71]], "nbo_charge": [-0.37, 0.59, 0.09, 0.08, 0.07, -0.22, -0.49, 0.25]}

Arrangement R

{"formula": "C2HN3O2", "method": "ωB97M-V/def2-TZVPD", "homo_ha": -0.391, "charge": 0, "lumo_ev": -1.522, "multiplicity": 1, "smiles": "O=c1cnonn1", "elements": ["O", "C", "C", "N", "O", "N", "N", "H"], "positions_angstrom": [[2.06, -0.31, 0.26], [0.88, -0.23, 0.05], [0.10, 0.94, -0.13], [-1.16, 1.00, -0.01], [-1.75, -0.27, 0.34], [-1.09, -1.52, -0.05], [0.16, -1.49, -0.16], [0.80, 1.88, -0.30]], "nbo_charge": [-0.45, 0.54, -0.08, -0.01, -0.25, 0.21, -0.20, 0.24]}

Quick one: least stable of them? arrangement Q

Arrangement P

{"formula": "C4H8N2OS", "method": "ωB97M-V/def2-TZVPD", "homo_ha": [-0.276, -0.276], "charge": 0, "lumo_ev": [-1.070, -1.071], "multiplicity": 1, "elements": ["C", "C", "C", "C", "N", "N", "O", "S", "H", "H", "H", "H", "H", "H", "H", "H"], "positions_angstrom": [[-1.11, 0.75, 0.14], [-1.88, -0.09, -0.93], [0.37, 0.95, 1.96], [1.06, -1.01, -1.68], [-0.48, 0.21, 1.00], [-1.30, -1.04, -1.69], [-0.13, -1.65, -1.26], [-1.20, 2.60, -0.16], [-2.84, 0.26, -1.41], [1.10, 1.50, 1.33], [0.80, 0.11, 2.51], [-0.25, 1.65, 2.58], [1.88, -1.50, -1.20], [1.13, 0.02, -1.54], [1.39, -1.21, -2.83], [-1.74, -1.49, -2.54]], "nbo_charge": [0.09, 0.22, -0.45, -0.27, -0.47, -0.21, -0.33, -0.47, 0.24, 0.21, 0.20, 0.22, 0.22, 0.21, 0.16, 0.42]}

Arrangement Q

{"formula": "C4H8N2OS", "method": "ωB97M-V/def2-TZVPD", "homo_ha": -0.328, "charge": 0, "lumo_ev": 0.742, "multiplicity": 1, "smiles": "O=NN1CCSCC1", "elements": ["O", "N", "N", "C", "C", "S", "C", "C", "H", "H", "H", "H", "H", "H", "H", "H"], "positions_angstrom": [[-2.84, -0.36, -0.42], [-2.15, 0.59, -0.11], [-0.95, 0.20, 0.26], [-0.53, -1.17, 0.00], [0.91, -1.37, 0.47], [2.05, -0.20, -0.32], [1.15, 1.36, -0.30], [-0.05, 1.26, 0.68], [-1.17, -1.83, 0.51], [-0.69, -1.40, -1.04], [0.98, -1.29, 1.57], [1.28, -2.33, 0.26], [1.88, 2.14, -0.03], [0.78, 1.59, -1.31], [-0.62, 2.14, 0.63], [0.30, 1.08, 1.74]], "nbo_charge": [-0.42, 0.24, -0.22, -0.26, -0.53, 0.19, -0.55, -0.23, 0.22, 0.22, 0.21, 0.24, 0.23, 0.22, 0.23, 0.20]}

Quick one: least stable of them? arrangement P

Arrangement P

{"formula": "C4H8N2OS", "method": "ωB97M-V/def2-TZVPD", "homo_ha": -0.318, "charge": 0, "lumo_ev": -0.030, "multiplicity": 1, "smiles": "C/N=C(/NC)C(O)=S", "elements": ["C", "N", "C", "N", "C", "C", "O", "S", "H", "H", "H", "H", "H", "H", "H", "H"], "positions_angstrom": [[-1.99, -1.55, -0.35], [-0.64, -1.70, -0.10], [0.21, -0.71, -0.13], [1.49, -0.92, -0.43], [2.62, -0.42, 0.35], [-0.39, 0.66, 0.22], [-0.96, 0.78, 1.46], [-0.22, 1.98, -0.61], [-2.09, -1.91, -1.51], [-2.33, -0.54, -0.38], [-2.42, -2.22, 0.38], [1.56, -1.87, -0.63], [2.54, 0.72, 0.42], [3.57, -0.54, -0.26], [2.93, -0.85, 1.36], [-1.25, -0.24, 1.78]], "nbo_charge": [-0.44, -0.51, 0.36, -0.57, -0.44, 0.09, -0.65, 0.05, 0.20, 0.17, 0.21, 0.39, 0.22, 0.21, 0.20, 0.49]}

Arrangement Q

{"formula": "C4H8N2OS", "method": "ωB97M-V/def2-TZVPD", "homo_ha": -0.327, "charge": 0, "lumo_ev": 0.687, "multiplicity": 1, "smiles": "C[C@H]1CSC(=O)N1N", "elements": ["C", "C", "C", "S", "C", "O", "N", "N", "H", "H", "H", "H", "H", "H", "H", "H"], "positions_angstrom": [[-1.62, -0.41, 0.23], [-0.33, 0.43, 0.52], [0.49, -0.07, 1.69], [1.67, -1.30, 0.93], [1.59, -0.48, -0.56], [2.08, -0.86, -1.58], [0.64, 0.56, -0.49], [0.45, 1.14, -1.79], [-1.45, -1.31, -0.51], [-2.26, 0.12, -0.46], [-2.19, -0.60, 1.19], [-0.81, 1.39, 0.64], [1.07, 0.70, 2.18], [-0.24, -0.63, 2.46], [1.22, 0.68, -2.20], [-0.31, 0.64, -2.26]], "nbo_charge": [-0.65, -0.08, -0.49, 0.25, 0.47, -0.60, -0.31, -0.62, 0.22, 0.22, 0.23, 0.22, 0.23, 0.24, 0.37, 0.33]}

Arrangement R

{"formula": "C4H8N2OS", "method": "ωB97M-V/def2-TZVPD", "homo_ha": -0.340, "charge": 0, "lumo_ev": 0.631, "multiplicity": 1, "elements": ["C", "C", "C", "C", "N", "N", "O", "S", "H", "H", "H", "H", "H", "H", "H", "H"], "positions_angstrom": [[1.14, -1.23, -0.82], [1.92, 0.06, -0.80], [-1.19, -1.54, -1.49], [-0.11, 1.80, 1.45], [-0.09, -0.73, -1.00], [-0.29, 1.83, 0.06], [1.50, -2.38, -0.72], [0.31, 1.01, -1.06], [2.66, 0.26, 0.11], [2.48, 0.15, -1.84], [-0.72, -2.57, -1.64], [-2.10, -1.47, -0.81], [-1.43, -1.09, -2.48], [-0.38, 2.79, 1.95], [-0.77, 1.06, 2.12], [0.87, 1.45, 1.77]], "nbo_charge": [0.64, -0.70, -0.44, -0.44, -0.63, -0.85, -0.60, 1.25, 0.27, 0.25, 0.25, 0.22, 0.20, 0.21, 0.18, 0.18]}

Arrangement S

{"formula": "C4H8N2OS", "method": "ωB97M-V/def2-TZVPD", "homo_ha": -0.297, "charge": 0, "lumo_ev": 0.739, "multiplicity": 1, "smiles": "N/C=C\\SN.C=C=O", "elements": ["N", "C", "C", "S", "N", "H", "H", "H", "H", "H", "H", "C", "C", "O", "H", "H"], "positions_angstrom": [[1.25, -1.29, -0.40], [0.39, -0.43, 0.34], [0.57, 0.92, 0.42], [2.21, 1.57, 0.07], [2.97, 1.72, 1.65], [2.12, -0.93, -0.57], [0.84, -2.17, -0.38], [-0.61, -0.81, 0.62], [-0.10, 1.77, 0.94], [2.99, 2.63, 2.15], [4.02, 1.56, 1.44], [-3.63, -0.63, -1.61], [-2.88, -1.27, -0.77], [-2.33, -1.94, 0.00], [-3.13, 0.07, -2.25], [-4.66, -0.75, -1.62]], "nbo_charge": [-0.82, 0.04, -0.52, 0.30, -0.99, 0.41, 0.40, 0.21, 0.23, 0.37, 0.37, -0.78, 0.73, -0.48, 0.26, 0.26]}

Quick one: least stable of them? arrangement S

Arrangement P

{"formula": "C4H8N2OS", "method": "ωB97M-V/def2-TZVPD", "homo_ha": -0.315, "charge": 0, "lumo_ev": 0.822, "multiplicity": 1, "smiles": "NN1CCOCC1=S", "elements": ["N", "N", "C", "C", "O", "C", "C", "S", "H", "H", "H", "H", "H", "H", "H", "H"], "positions_angstrom": [[-0.63, -2.00, -0.91], [-0.21, -0.71, -0.46], [0.96, -0.79, 0.38], [1.01, 0.42, 1.27], [0.93, 1.56, 0.48], [-0.29, 1.70, -0.18], [-0.94, 0.39, -0.68], [-2.40, 0.40, -1.35], [-1.60, -2.05, -0.55], [-0.77, -1.93, -1.92], [1.00, -1.70, 0.95], [1.86, -0.82, -0.32], [0.21, 0.40, 2.06], [2.00, 0.51, 1.79], [-0.11, 2.41, -1.06], [-1.03, 2.21, 0.50]], "nbo_charge": [-0.63, -0.25, -0.24, -0.08, -0.52, -0.14, 0.05, -0.15, 0.37, 0.36, 0.23, 0.20, 0.17, 0.21, 0.23, 0.20]}

Arrangement Q

{"formula": "C4H8N2OS", "method": "ωB97M-V/def2-TZVPD", "homo_ha": -0.334, "charge": 0, "lumo_ev": 0.465, "multiplicity": 1, "smiles": "[H]/N=C(\\N)S[C@H](C)C=O", "elements": ["H", "N", "C", "N", "S", "C", "C", "C", "O", "H", "H", "H", "H", "H", "H", "H"], "positions_angstrom": [[0.15, -0.40, 2.60], [0.09, -0.34, 1.57], [0.65, 0.75, 1.13], [1.37, 1.64, 1.87], [0.64, 1.04, -0.59], [-0.47, -0.24, -1.15], [-1.97, 0.03, -0.95], [-0.05, -1.66, -0.73], [-0.85, -2.58, -0.69], [1.83, 1.44, 2.74], [1.75, 2.50, 1.35], [-0.27, -0.18, -2.22], [-2.62, -0.68, -1.58], [-2.24, -0.13, 0.10], [-2.22, 1.02, -1.25], [1.06, -1.88, -0.61]], "nbo_charge": [0.35, -0.75, 0.27, -0.84, 0.26, -0.45, -0.62, 0.46, -0.54, 0.41, 0.40, 0.25, 0.23, 0.24, 0.21, 0.13]}

Quick one: least stable of them? arrangement P

Arrangement P

{"formula": "CH5N3O", "method": "ωB97M-V/def2-TZVPD", "homo_ha": -0.351, "charge": 0, "lumo_ev": 0.495, "multiplicity": 1, "elements": ["C", "H", "H", "H", "H", "H", "N", "N", "N", "O"], "positions_angstrom": [[0.68, 0.50, -0.04], [-2.19, 0.49, 0.82], [-2.48, -0.11, -0.86], [-0.44, -1.16, 0.74], [1.53, -1.33, -0.18], [2.64, 0.01, 0.02], [-1.80, 0.41, -0.17], [-0.55, -0.14, -0.10], [1.78, -0.33, -0.17], [0.83, 1.67, -0.07]], "nbo_charge": [0.75, 0.35, 0.37, 0.27, 0.38, 0.40, -0.62, -0.46, -0.84, -0.61]}

Arrangement Q

{"formula": "CH5N3O", "method": "ωB97M-V/def2-TZVPD", "homo_ha": -0.369, "charge": 0, "lumo_ev": 0.831, "multiplicity": 1, "smiles": "NNC(N)=O", "elements": ["N", "N", "C", "N", "O", "H", "H", "H", "H", "H"], "positions_angstrom": [[1.92, -0.18, -0.01], [0.58, -0.68, 0.01], [-0.51, 0.15, 0.01], [-1.66, -0.56, -0.05], [-0.39, 1.36, -0.02], [2.02, 0.71, -0.45], [2.05, 0.10, 0.97], [0.38, -1.34, -0.69], [-1.72, -1.42, 0.50], [-2.43, 0.11, 0.17]], "nbo_charge": [-0.63, -0.50, 0.75, -0.84, -0.64, 0.35, 0.35, 0.37, 0.40, 0.40]}

Arrangement R

{"formula": "CH5N3O", "method": "ωB97M-V/def2-TZVPD", "homo_ha": [-0.314, -0.314], "charge": 0, "lumo_ev": [0.769, 0.770], "multiplicity": 1, "elements": ["C", "N", "N", "N", "O", "H", "H", "H", "H", "H"], "positions_angstrom": [[0.39, -0.37, 0.92], [-0.28, -1.05, -0.17], [-1.10, -0.12, -0.65], [-0.06, 1.53, -0.07], [1.03, 0.72, 0.34], [-0.43, -0.15, 1.51], [1.10, -1.11, 1.43], [0.33, -1.40, -0.84], [-1.29, -0.01, -1.64], [0.31, 1.97, -0.84]], "nbo_charge": [0.06, -0.39, -0.38, -0.29, -0.38, 0.19, 0.19, 0.34, 0.36, 0.31]}

Quick one: least stable of them? arrangement R

Arrangement P

{"formula": "C5H5N3", "method": "ωB97M-V/def2-TZVPD", "homo_ha": -0.364, "charge": 0, "lumo_ev": -0.931, "multiplicity": 1, "smiles": "[H]/N=C1/N=CN=C1C=C", "elements": ["H", "N", "C", "N", "C", "N", "C", "C", "C", "H", "H", "H", "H"], "positions_angstrom": [[2.14, -0.79, 1.21], [1.41, -0.26, 1.85], [0.60, 0.18, 1.02], [-0.31, 1.20, 1.54], [-1.29, 1.26, 0.78], [-1.18, 0.26, -0.45], [0.04, -0.18, -0.31], [0.46, -1.19, -1.35], [0.04, -1.03, -2.65], [-2.20, 1.83, 0.76], [1.30, -1.95, -0.98], [-0.49, -0.13, -2.99], [0.72, -1.52, -3.49]], "nbo_charge": [0.33, -0.49, 0.32, -0.44, 0.26, -0.40, 0.12, -0.24, -0.33, 0.20, 0.22, 0.22, 0.21]}

Arrangement Q

{"formula": "C5H5N3", "method": "ωB97M-V/def2-TZVPD", "homo_ha": -0.287, "charge": 0, "lumo_ev": 0.849, "multiplicity": 1, "smiles": "c1cn2cc[nH]c2n1", "elements": ["C", "C", "N", "C", "C", "N", "C", "N", "H", "H", "H", "H", "H"], "positions_angstrom": [[1.20, -0.17, -1.79], [1.15, -1.08, -0.74], [0.20, -0.51, 0.12], [-0.33, -0.62, 1.40], [-1.20, 0.48, 1.47], [-1.13, 1.24, 0.33], [-0.21, 0.68, -0.51], [0.43, 0.87, -1.69], [1.83, -0.38, -2.68], [1.73, -1.93, -0.44], [-0.27, -1.52, 1.99], [-1.84, 0.81, 2.23], [-1.57, 2.13, 0.31]], "nbo_charge": [-0.04, -0.19, -0.32, -0.11, -0.06, -0.53, 0.46, -0.51, 0.20, 0.22, 0.23, 0.21, 0.43]}

Arrangement R

{"formula": "C5H5N3", "method": "ωB97M-V/def2-TZVPD", "homo_ha": -0.333, "charge": 0, "lumo_ev": -0.918, "multiplicity": 1, "elements": ["C", "C", "C", "C", "C", "H", "H", "H", "H", "H", "N", "N", "N"], "positions_angstrom": [[0.23, 1.82, -0.18], [0.00, 0.49, -0.25], [1.22, -0.25, 0.17], [-1.04, -0.54, -0.29], [-2.49, -0.25, -0.30], [1.16, 2.23, 0.10], [-0.67, 2.43, -0.49], [2.29, 0.34, -0.09], [1.10, -0.75, 1.59], [1.59, -2.11, 0.14], [0.79, -1.52, -0.45], [-0.56, -1.74, -0.10], [-3.61, -0.16, 0.15]], "nbo_charge": [-0.30, -0.13, -0.21, 0.07, 0.24, 0.21, 0.21, 0.26, 0.12, 0.37, -0.47, -0.12, -0.25]}

Arrangement S

{"formula": "C5H5N3", "method": "ωB97M-V/def2-TZVPD", "homo_ha": -0.335, "charge": 0, "lumo_ev": -0.884, "multiplicity": 1, "elements": ["C", "C", "C", "C", "C", "H", "H", "H", "H", "H", "N", "N", "N"], "positions_angstrom": [[0.89, 1.08, -0.10], [-0.60, 1.00, 0.25], [-1.50, -0.07, 0.41], [-1.05, -1.34, 0.32], [0.96, -0.96, -1.22], [1.65, 2.65, 1.03], [-1.21, 1.83, 0.54], [-2.47, -0.18, 0.83], [-1.70, -2.26, 0.71], [1.72, -1.89, -1.83], [1.88, 1.69, 0.37], [0.07, -1.74, -0.25], [1.34, 0.18, -1.07]], "nbo_charge": [0.35, -0.18, -0.27, 0.08, 0.31, 0.35, 0.22, 0.23, 0.19, 0.21, -0.56, -0.47, -0.46]}

Quick one: least stable of them? arrangement R